One molecule with the formula C4H6OS. Source: the Open Molecules 2025 dataset; level of theory: ωB97M-V with the def2-TZVPD basis set.

Geometry as XYZ:
```
12
Properties=species:S:1:pos:R:3:mulliken_charge:R:1
C -2.28 0.04 0.02 -1.0742
C -0.77 0.16 0.14 0.6171
C -0.19 1.25 0.01 -0.3788
O 1.20 1.25 -0.14 -0.3964
C 1.70 -0.09 0.11 -0.3167
S 0.25 -1.27 -0.05 -0.1586
H -2.80 -0.19 0.93 0.2812
H -2.74 1.03 -0.44 0.2755
H -2.40 -0.64 -0.86 0.3052
H -0.83 2.23 0.05 0.2414
H 2.47 -0.30 -0.63 0.3277
H 1.94 -0.04 1.21 0.2766
```

E_HOMO: -8.01 eV

***

C4H6OS as an isolated structure. Source: the Open Molecules 2025 dataset; level of theory: ωB97M-V with the def2-TZVPD basis set.

Geometry as XYZ:
```
12
Properties=species:S:1:pos:R:3:mulliken_charge:R:1
C 0.21 -0.96 0.04 0.2429
C -0.01 -1.98 -0.69 -0.6852
C 0.49 0.49 -0.44 -0.6820
C 0.07 1.36 0.70 -0.0286
O -1.12 1.89 0.90 -0.4756
S 0.17 -0.61 1.87 -0.2239
H -0.08 -3.00 -0.37 0.2846
H -0.19 -1.74 -1.70 0.2527
H 1.53 0.61 -0.54 0.2532
H -0.09 0.61 -1.43 0.3106
H 0.85 1.98 1.33 0.3660
H -1.84 1.35 0.34 0.3854
```

E_HOMO: -8.19 eV

***

One molecule with the formula C4H6OS. Source: the Open Molecules 2025 dataset; level of theory: ωB97M-V with the def2-TZVPD basis set.

Geometry as XYZ:
```
12
Properties=species:S:1:pos:R:3:mulliken_charge:R:1
C 0.54 0.42 0.95 -0.3360
C -1.21 -0.44 -0.72 -0.5325
C -0.05 0.01 -1.48 -0.5276
C 0.12 -0.55 -0.11 0.0723
O 1.78 1.03 3.19 -0.5386
S 1.42 -0.09 2.25 0.2817
H 0.03 1.40 1.12 0.2953
H -1.98 0.34 -0.47 0.2237
H -1.81 -1.46 -0.94 0.2081
H 0.37 -0.49 -2.32 0.2743
H 0.02 1.19 -1.50 0.1970
H 0.79 -1.36 0.03 0.3821
```

E_HOMO (spin up / spin down): -8.95 / -8.95 eV

***

A 2-piece molecular cluster, C4H6OS overall. Source: the Open Molecules 2025 dataset; level of theory: ωB97M-V with the def2-TZVPD basis set.

Geometry as XYZ:
```
12
Properties=species:S:1:pos:R:3:mulliken_charge:R:1
C -2.42 0.98 -0.02 -0.8044
C -1.20 0.41 0.26 0.2238
C 0.93 -0.78 0.52 -0.4613
C 1.89 0.12 -0.16 0.1285
H -3.42 0.35 -0.20 0.1619
H -2.59 1.92 0.07 0.3783
H -0.31 1.15 0.60 0.1062
H 1.57 -1.74 0.34 0.2902
H 0.96 -0.60 1.69 0.3223
H 2.98 -0.63 -0.77 0.1665
O 1.96 1.39 -0.15 -0.4551
S -0.63 -0.99 -0.26 -0.0571
```

E_HOMO: -8.38 eV

***

Let's list energy relative to the best compared isomer or geometry (same formula, charge and spin) in order: 2.145, 3.005, 3.159, 4.740 eV.
Let's list max |F| in order: 6.68, 5.20, 5.09, 8.43 eV Å⁻¹.